{"formula": "C30H32O2Se2Ta", "method": "ωB97M-V with the def2-TZVPD basis set", "elements": ["Ta", "O", "C", "C", "C", "O", "C", "Se", "C", "Se", "H", "H", "H", "H", "H", "H", "H", "H", "H", "H", "C", "C", "C", "C", "C", "C", "C", "C", "C", "C", "C", "C", "C", "C", "C", "H", "H", "H", "H", "H", "H", "H", "H", "H", "H", "C", "C", "C", "C", "C", "C", "C", "C", "C", "C", "H", "H", "H", "H", "H", "H", "H", "H", "H", "H", "H", "H"], "coordinates": [[0.135139, 0.010376, -0.891275], [0.141459, -1.159924, -3.082198], [0.849476, -2.400702, -3.208445], [1.647936, -2.775441, -1.954958], [2.374962, -4.072261, -2.351119], [3.137327, -4.537479, -1.247369], [0.725026, -3.133504, -0.757228], [-1.055697, -2.266295, -0.576635], [2.759380, -1.760664, -1.591883], [2.520338, 0.203717, -1.826166], [-0.776197, -1.336079, -3.320259], [1.518308, -2.329613, -4.071557], [0.124200, -3.198940, -3.389432], [3.027834, -3.872560, -3.210713], [1.632230, -4.824738, -2.647634], [3.566091, -5.359924, -1.495765], [1.274720, -2.991171, 0.171032], [0.478458, -4.193385, -0.819159], [3.625518, -1.965659, -2.221323], [3.067647, -1.937509, -0.564517], [0.263648, 0.664690, 0.979829], [0.383144, 1.168869, 2.123036], [0.464572, 1.762360, 3.338923], [1.581413, 2.673802, 3.610768], [2.322060, 3.228167, 2.553232], [3.401851, 4.059360, 2.789034], [3.784158, 4.379442, 4.086848], [3.067169, 3.838214, 5.144439], [1.988362, 2.998554, 4.914164], [-0.586510, 1.456911, 4.322079], [-1.230362, 0.210630, 4.305231], [-2.265941, -0.075933, 5.178065], [-2.694362, 0.869074, 6.102394], [-2.070090, 2.109028, 6.130997], [-1.035361, 2.399697, 5.256318], [2.041444, 2.983652, 1.535703], [3.950998, 4.463423, 1.946390], [4.627322, 5.034405, 4.268877], [3.355977, 4.061535, 6.165421], [1.464119, 2.569198, 5.757716], [-0.919055, -0.525113, 3.573447], [-2.748100, -1.045178, 5.127667], [-3.504037, 0.644707, 6.786148], [-2.400179, 2.864998, 6.834777], [-0.582360, 3.383223, 5.274855], [-1.140106, 3.628284, -0.938047], [-2.016432, 2.393905, -1.180577], [-3.050598, 2.756430, -2.262716], [-1.131591, 1.253317, -1.658604], [-2.766032, 1.971354, 0.085812], [-2.680157, 2.666564, 1.288852], [-3.372954, 2.240706, 2.417359], [-4.187100, 1.124086, 2.356664], [-4.286700, 0.421359, 1.162202], [-3.578802, 0.837353, 0.048550], [-0.615136, 3.877197, -1.862559], [-0.390902, 3.421541, -0.172988], [-1.735172, 4.496534, -0.638199], [-2.535679, 3.077293, -3.171874], [-3.702350, 3.567783, -1.928094], [-3.676992, 1.897966, -2.511480], [-1.092126, 1.140605, -2.758514], [-2.025437, 3.522901, 1.379097], [-3.240475, 2.769530, 3.354771], [-4.715067, 0.783258, 3.238726], [-4.898130, -0.471897, 1.106400], [-3.626129, 0.254783, -0.864385]], "forces_ev_per_angstrom": [[-0.04, -0.24, -0.05], [0.14, -0.08, -0.38], [0.07, -0.05, 0.09], [-0.01, -0.06, -0.03], [-0.03, 0.00, -0.03], [0.00, 0.01, 0.01], [0.04, 0.03, 0.01], [-0.09, 0.03, 0.03], [0.05, 0.01, 0.04], [-0.04, 0.07, -0.03], [-0.12, 0.09, 0.32], [0.00, 0.06, 0.03], [0.02, 0.01, -0.06], [-0.01, -0.01, 0.00], [0.00, 0.00, 0.00], [0.01, 0.00, 0.00], [-0.03, 0.01, 0.01], [0.02, 0.00, 0.02], [-0.01, -0.01, 0.00], [0.00, 0.00, 0.00], [0.16, -0.15, -0.05], [-0.11, 0.19, 0.16], [0.02, -0.08, -0.04], [-0.03, 0.03, 0.00], [0.02, -0.01, 0.03], [0.00, 0.00, -0.01], [0.02, 0.03, 0.01], [0.00, -0.01, 0.00], [0.03, -0.01, -0.03], [0.01, -0.07, -0.02], [-0.02, 0.05, 0.01], [0.01, 0.03, -0.04], [-0.03, -0.03, 0.02], [-0.01, 0.02, 0.02], [0.02, 0.01, 0.01], [-0.01, -0.01, 0.00], [0.00, 0.01, 0.01], [0.00, 0.00, 0.00], [0.00, 0.00, 0.00], [0.03, -0.01, -0.01], [0.01, 0.00, 0.00], [0.00, 0.00, 0.01], [0.00, 0.00, 0.00], [0.00, 0.00, 0.00], [-0.03, -0.01, 0.00], [0.02, 0.02, -0.02], [-0.02, 0.03, -0.02], [-0.01, -0.05, 0.01], [0.03, 0.08, -0.06], [-0.04, 0.10, 0.09], [0.05, -0.08, -0.05], [0.02, 0.06, 0.00], [-0.03, -0.05, 0.02], [0.00, -0.03, 0.01], [0.01, 0.03, -0.05], [0.00, -0.01, 0.01], [-0.01, 0.00, 0.01], [0.00, 0.00, 0.02], [0.00, 0.00, -0.01], [0.00, 0.00, 0.02], [0.01, 0.01, 0.00], [-0.02, 0.02, 0.01], [-0.02, 0.00, -0.02], [-0.04, -0.03, -0.03], [0.01, 0.01, 0.01], [0.00, 0.00, 0.00], [0.00, 0.00, 0.00]], "mulliken_charge": [-0.866, -0.268, -1.304, 1.895, -1.471, -0.516, -1.215, -0.352, -1.254, -0.334, 0.360, 0.356, 0.444, 0.491, 0.496, 0.319, 0.381, 0.435, 0.441, 0.447, 0.866, -0.798, 0.113, 0.575, -0.542, -0.633, -0.457, -0.708, -0.323, 0.457, -0.559, -0.725, -0.419, -0.839, -0.054, 0.336, 0.374, 0.360, 0.358, 0.513, 0.420, 0.407, 0.373, 0.345, 0.556, -1.948, 2.535, -1.999, -0.498, -0.153, 0.204, -0.747, -0.332, -1.076, 0.041, 0.467, 0.261, 0.378, 0.480, 0.425, 0.365, 0.289, 0.220, 0.378, 0.436, 0.348, 0.450], "charge": -1, "homo_energy_ev": -3.2, "e_lumo_ev": 2.20, "relative_energy_kcal_mol": 2.2, "total_energy_ha": -6172.70310, "spin_multiplicity": 1, "homo_lumo_gap_ev": 5.37}